(1)
63
Properties=species:S:1:pos:R:3:nbo_charge:R:1 method="wB97M-V/def2-TZVPD" smiles="CC(C)(C)NC(=O)Nc1ccc2nccnc2c1.CNC(=O)[C@H](CCSC)NC(C)=O" fmax_ha_per_bohr=0.0425 e_lumo_ev=-0.61 de_lowest_kcal_mol=0.0 total_charge=0
C -4.474 -5.020 -0.922 -0.61
C -3.768 -3.666 -1.051 0.13
C -4.806 -2.627 -1.508 -0.62
C -2.635 -3.779 -2.079 -0.62
N -3.223 -3.366 0.271 -0.64
C -2.550 -2.222 0.654 0.80
O -2.549 -1.227 -0.044 -0.63
N -2.006 -2.263 1.922 -0.61
C -1.277 -1.289 2.619 0.18
C -1.084 -1.526 3.986 -0.22
C -0.358 -0.633 4.780 -0.18
C 0.192 0.519 4.222 0.07
N 0.889 1.347 5.026 -0.34
C 1.398 2.443 4.430 -0.02
C 1.215 2.708 3.057 0.00
N 0.521 1.883 2.247 -0.44
C 0.006 0.780 2.831 0.20
C -0.717 -0.130 2.052 -0.26
H -5.280 -4.964 -0.184 0.21
H -3.768 -5.795 -0.606 0.20
H -4.906 -5.323 -1.881 0.22
H -5.348 -2.987 -2.388 0.21
H -5.529 -2.433 -0.710 0.21
H -4.328 -1.681 -1.777 0.24
H -2.126 -2.818 -2.200 0.24
H -3.031 -4.081 -3.053 0.21
H -1.897 -4.520 -1.757 0.20
H -3.155 -4.145 0.913 0.38
H -2.230 -3.100 2.440 0.39
H -1.502 -2.413 4.449 0.21
H -0.209 -0.820 5.839 0.23
H 1.970 3.146 5.026 0.20
H 1.652 3.608 2.637 0.20
H -0.820 0.087 0.993 0.28
C 2.217 1.267 -4.259 -0.42
N 1.324 0.493 -3.396 -0.61
C 1.086 0.689 -2.095 0.68
O 0.285 -0.035 -1.517 -0.64
C 1.869 1.753 -1.305 -0.15
C 2.814 1.063 -0.308 -0.41
C 3.807 2.038 0.338 -0.53
S 5.064 2.723 -0.781 0.19
C 6.119 1.272 -1.049 -0.74
N 0.948 2.648 -0.602 -0.64
C 0.274 3.620 -1.210 0.68
C -0.798 4.309 -0.399 -0.70
O 0.487 3.963 -2.367 -0.66
H 1.894 2.311 -4.279 0.22
H 3.241 1.215 -3.888 0.19
H 2.188 0.872 -5.275 0.21
H 0.768 -0.235 -3.818 0.40
H 2.470 2.347 -1.992 0.23
H 3.372 0.282 -0.824 0.21
H 2.223 0.586 0.474 0.23
H 3.249 2.865 0.778 0.23
H 4.319 1.521 1.150 0.22
H 6.481 0.897 -0.092 0.21
H 5.555 0.490 -1.558 0.21
H 6.971 1.557 -1.667 0.24
H 0.669 2.388 0.337 0.44
H -0.340 4.835 0.435 0.22
H -1.326 5.014 -1.039 0.24
H -1.496 3.561 -0.027 0.23

(2)
67
Properties=species:S:1:pos:R:3:nbo_charge:R:1 method="wB97M-V/def2-TZVPD" fmax_ha_per_bohr=0.0193 e_lumo_ev=-8.06 total_charge=+2
Pt 2.721 1.328 0.241 0.75
C 0.723 0.215 4.357 -0.42
N 1.543 -0.854 3.789 -0.28
C 1.417 -2.176 4.077 -0.03
C 2.408 -2.828 3.398 -0.01
N 3.137 -1.907 2.713 -0.41
B 4.423 -2.231 1.851 0.16
N 3.844 -2.736 0.482 -0.43
C 3.551 -4.033 0.158 -0.03
C 3.069 -4.053 -1.113 -0.03
N 3.055 -2.757 -1.553 -0.29
C 2.633 -2.306 -2.879 -0.41
C 3.545 -1.978 -0.568 0.23
S 3.804 -0.269 -0.773 0.01
C 2.605 -0.702 2.958 0.17
S 3.131 0.852 2.424 0.19
H -0.099 -0.243 4.900 0.24
H 0.333 0.840 3.560 0.24
H 1.314 0.817 5.044 0.24
H 0.664 -2.544 4.751 0.26
H 2.656 -3.874 3.376 0.25
H 5.037 -1.224 1.676 -0.01
H 5.020 -3.126 2.371 -0.01
H 3.729 -4.843 0.844 0.25
H 2.751 -4.871 -1.736 0.25
H 2.218 -3.158 -3.410 0.24
H 3.484 -1.918 -3.434 0.24
H 1.875 -1.534 -2.776 0.23
C -0.557 4.260 0.802 -0.99
As 1.087 4.432 -0.159 1.98
C 1.882 6.131 0.175 -0.98
C 0.763 4.171 -2.024 -1.00
O 2.224 3.293 0.369 -1.18
H -1.084 5.212 0.760 0.27
H -0.332 4.004 1.835 0.27
H -1.170 3.482 0.350 0.26
H 1.153 6.919 -0.009 0.27
H 2.739 6.254 -0.483 0.27
H 2.205 6.157 1.214 0.27
H -0.037 4.835 -2.350 0.27
H 0.462 3.136 -2.182 0.26
H 1.672 4.389 -2.581 0.27
C -4.554 -0.203 -3.196 -0.60
C -4.459 -1.057 -1.923 -0.08
C -4.120 -2.506 -2.303 -0.60
C -5.820 -1.046 -1.229 -0.61
C -3.349 -0.498 -1.032 0.04
C -3.602 -0.001 0.249 -0.20
C -2.601 0.515 1.074 -0.24
C -1.331 0.511 0.559 0.17
O -0.140 0.975 1.141 -0.69
B 0.805 0.743 0.184 0.99
O 0.311 0.166 -0.959 -0.69
C -1.060 0.029 -0.704 0.26
C -2.036 -0.478 -1.521 -0.26
H -5.329 -0.601 -3.852 0.23
H -3.617 -0.200 -3.756 0.20
H -4.813 0.830 -2.954 0.21
H -4.914 -2.919 -2.925 0.23
H -4.027 -3.130 -1.412 0.21
H -3.190 -2.574 -2.869 0.20
H -6.567 -1.474 -1.897 0.23
H -6.145 -0.033 -0.984 0.21
H -5.816 -1.645 -0.316 0.21
H -4.612 -0.009 0.630 0.24
H -2.820 0.895 2.063 0.24
H -1.792 -0.849 -2.508 0.24

(3)
65
Properties=species:S:1:pos:R:3:nbo_charge:R:1 method="wB97M-V/def2-TZVPD" fmax_ha_per_bohr=0.0565 e_lumo_ev=2.27 total_charge=-1
O -2.314 -0.041 -0.834 -1.02
C -2.427 0.835 -1.826 0.05
C -2.455 0.101 -3.181 0.10
C -1.688 -1.033 -3.486 -0.25
H -0.979 -1.476 -2.766 0.21
C -1.817 -1.626 -4.750 -0.21
H -1.242 -2.528 -4.963 0.21
C -2.682 -1.091 -5.712 -0.25
H -2.773 -1.560 -6.693 0.20
C -3.416 0.060 -5.403 -0.23
H -4.100 0.496 -6.130 0.19
C -3.299 0.648 -4.142 -0.24
H -3.849 1.548 -3.853 0.20
H -3.434 1.271 -1.684 0.12
C -1.635 2.943 -0.619 -0.67
C -1.482 2.073 -1.826 -0.03
H -1.383 3.982 -0.872 0.20
H -0.939 2.604 0.173 0.26
H -2.673 2.887 -0.247 0.20
C -0.611 2.304 -2.827 -0.18
C 0.280 3.498 -2.984 -0.65
H -0.511 1.579 -3.641 0.20
H 0.041 4.050 -3.905 0.19
H 1.307 3.134 -3.089 0.24
H 0.269 4.189 -2.133 0.21
Ba 0.141 -0.522 -0.330 1.81
Cl 1.796 -2.043 -2.211 -0.93
Cl 1.915 2.135 -0.685 -0.87
C 2.981 0.228 1.032 0.51
O 1.950 -0.068 1.639 -0.75
N 4.175 0.257 1.601 -0.43
C 4.188 0.118 3.058 -0.43
C 5.440 0.288 0.870 -0.40
H 2.962 0.534 -0.067 0.21
H 3.138 0.025 3.356 0.25
H 4.642 0.989 3.546 0.19
H 4.758 -0.773 3.344 0.18
H 5.241 0.212 -0.206 0.24
H 6.076 -0.550 1.177 0.18
H 6.025 1.201 1.050 0.19
H -1.488 2.271 4.781 0.19
H -3.774 0.691 4.717 0.19
C -1.900 2.575 3.807 -0.42
C -3.844 0.988 3.663 -0.40
N -2.571 1.458 3.144 -0.43
H -1.090 2.898 3.144 0.26
C -1.924 0.820 2.152 0.53
O -0.764 1.118 1.816 -0.68
H -4.171 0.122 3.077 0.22
H -2.502 0.015 1.644 0.18
H -2.606 3.397 3.981 0.19
H -4.624 1.758 3.607 0.19
C 1.560 -3.001 3.275 -0.41
N 1.583 -3.571 1.942 -0.36
C 2.614 -4.306 1.395 -0.09
C 2.215 -4.692 0.145 -0.05
N 0.938 -4.190 -0.016 -0.52
C 0.484 -3.561 1.118 0.21
S -1.062 -3.105 1.580 -0.34
H 1.428 -1.923 3.225 0.25
H 0.738 -3.427 3.841 0.22
H 2.505 -3.231 3.757 0.20
H 3.531 -4.481 1.937 0.22
H 2.712 -5.262 -0.632 0.24
H 0.397 -4.239 -0.882 0.46